# C5H9NO

One molecule with the formula C5H9NO (the ωB97M-V functional and the def2-TZVPD basis, the OMol25 dataset).

XYZ file:
```
16
Properties=species:S:1:pos:R:3:forces:R:3
O 0.6793 1.4034 -0.8165 -0.064 0.374 -0.049
N 1.9704 0.6008 1.0336 -0.306 0.020 -0.400
C -0.6508 -1.3229 0.2043 -0.034 -0.056 0.048
C 1.2090 0.3814 0.0649 0.240 -0.093 0.423
C 0.4404 2.6368 -0.4696 0.208 -0.377 0.158
C -1.7761 -0.3678 -0.1903 -0.044 0.040 -0.006
C 0.7277 -0.9642 -0.3778 0.053 -0.026 -0.039
H 2.1725 1.5932 1.1728 -0.024 -0.054 -0.023
H -0.5658 -1.3736 1.2966 -0.006 0.021 -0.149
H 1.4673 -1.6998 -0.0507 -0.102 0.119 -0.049
H -1.8657 -0.2876 -1.2795 0.015 -0.009 0.150
H -1.6141 0.6424 0.1997 -0.045 -0.169 -0.037
H 0.7227 2.7245 0.6214 -0.070 0.023 -0.153
H -0.8976 -2.3352 -0.1372 0.050 0.140 0.054
H 0.6864 -0.9727 -1.4727 -0.006 0.011 0.136
H -2.7337 -0.7210 0.2046 0.135 0.038 -0.064
```
Positions in Å, forces in eV/Å.

Output
Kohn-Sham gap in hartree: 0.334
HOMO in eV: -9.014
Largest force on an atom in eV/A: 0.50
LUMO in eV: 0.06
E_tot in a.u.: -325.78724



# C9H6MnN2O4

C9H6MnN2O4 as an isolated structure (the ωB97M-V functional and the def2-TZVPD basis, the OMol25 dataset).

XYZ file:
```
22
Properties=species:S:1:pos:R:3:forces:R:3
Mn 1.2318 -0.3304 -1.5040 -0.937 0.144 0.698
O 4.4272 3.9403 1.4790 -0.936 -1.915 -1.732
O 3.3816 -1.8308 -0.0369 -4.357 2.259 -2.919
O 0.5459 2.1455 -3.0705 0.723 -4.530 2.809
O 3.3237 -0.5338 -3.6443 -3.554 1.206 4.323
N -0.0479 -0.2595 -0.1574 0.033 0.008 0.449
N -3.4936 -0.5991 1.9121 1.480 0.096 -0.603
C -1.3578 0.4223 1.6981 1.482 0.246 -0.337
C -2.1176 -1.3622 0.1426 1.031 -0.429 -1.024
C -0.9371 -1.2064 -0.5317 -1.503 -0.340 1.081
C 2.5009 -1.2996 -0.6117 6.361 -3.717 4.906
C -2.3165 -0.5263 1.2690 -2.464 0.105 0.941
C 2.5284 -0.3713 -2.7844 5.443 -1.804 -6.898
C -0.2015 0.5169 0.9457 -1.024 -0.110 0.632
C 4.0226 3.1411 0.7683 0.895 1.877 1.717
C 0.7461 1.1809 -2.4312 -1.670 7.107 -3.945
H -2.8307 -2.1123 -0.1963 0.029 0.219 0.296
H -4.1952 -1.2439 1.6112 -0.473 -0.383 -0.110
H -3.7091 -0.0231 2.7066 -0.039 0.210 0.287
H 0.6281 1.1715 1.1802 -0.160 0.133 0.053
H -0.6063 -1.8416 -1.3460 -0.508 -0.162 -0.148
H -1.5231 1.0216 2.6017 0.146 -0.218 -0.475
```
Positions in Å, forces in eV/Å.

Output
Kohn-Sham gap (spin up / spin down) in hartree: 0.249 / 0.201
Charge: +2
HOMO (spin up / spin down) in eV: -14.810 / -17.194
Largest force on an atom in eV/A: 8.97
Expectation value of S²: 8.860
LUMO (spin up / spin down) in eV: -8.04 / -11.73
E_tot in a.u.: -1907.24356
Spin multiplicity: 6



# C13H32Cl2N2O8V

C13H32Cl2N2O8V as an isolated structure (the ωB97M-V functional and the def2-TZVPD basis, the OMol25 dataset).

XYZ file:
```
58
Properties=species:S:1:pos:R:3:forces:R:3
V -1.0304 -1.1816 0.7505 -4.414 4.316 0.226
Cl 2.9369 -2.6313 -0.7758 0.195 -0.414 -0.121
Cl 2.2604 -4.3717 1.4976 0.241 -0.247 -0.397
O -1.2788 1.0755 1.4882 0.990 -0.089 -0.364
O -5.4067 0.0609 3.1902 -0.402 -1.103 -0.024
O -1.2907 -0.7420 -0.7775 0.160 -0.610 0.767
O -3.0020 -1.2385 1.9350 1.872 -0.150 -1.213
O -0.1049 -1.2497 2.9934 -0.342 0.311 -0.562
O -3.1567 3.2176 2.3441 1.194 0.376 -0.227
O 1.8638 2.7822 -4.5170 0.833 0.675 -0.484
O -0.6035 -2.6951 0.6665 1.097 -1.978 0.058
N 1.1670 -0.2177 0.5865 -0.194 0.487 0.731
N 2.0441 -0.0038 -3.5142 -0.344 0.798 0.087
C 2.3757 -4.2482 -0.2778 -0.303 0.620 0.350
C 1.8253 4.1614 -4.2300 -0.438 0.209 0.807
C -5.5007 -1.0158 2.3805 1.101 1.442 1.408
C 3.1826 0.2416 1.8934 -1.007 0.679 0.720
C 0.9448 0.5972 -4.3047 -0.113 -0.376 -0.527
C 1.0886 -0.4695 3.0813 -0.583 -0.940 0.418
C -0.1102 -2.5600 3.5424 0.106 0.124 -0.029
C -2.1449 3.4893 1.4877 -2.084 -0.653 1.001
C -0.3033 -0.2599 -4.1364 -0.472 0.531 0.150
C 0.7683 2.0801 -3.9772 -0.262 -0.923 -0.003
C -4.1958 -1.9186 2.2209 0.903 0.831 -0.915
C 1.8850 -0.5934 1.7955 2.125 0.005 0.539
C -0.9794 2.4269 1.2835 0.113 -1.858 0.238
H 0.0355 -2.4900 4.6232 -0.011 -0.072 0.144
H 2.7791 0.6962 -3.5636 0.380 -0.356 0.060
H 0.7977 0.7308 0.7277 -0.843 -0.142 0.383
H 1.6141 -0.8739 3.9543 0.661 -0.017 -0.209
H 1.2778 0.4940 -5.3462 -0.377 0.576 -0.325
H -1.1977 0.0848 -4.6646 0.316 0.340 -0.423
H 3.6605 0.1322 2.8703 0.234 -0.240 -0.083
H 0.7268 2.1746 -2.8870 -0.150 0.234 0.045
H 1.3685 -4.3311 -0.6754 0.015 -0.156 0.108
H -0.5931 2.6072 0.2574 -0.045 0.218 -0.657
H 2.7222 4.6870 -4.5547 0.258 -0.451 -0.072
H 2.3311 -0.8200 -4.0404 0.327 -0.071 0.256
H 3.8790 0.0366 1.0810 0.000 -0.021 -0.010
H 2.8255 1.2760 1.8613 0.435 0.209 -0.212
H -1.0553 -3.0471 3.3100 -0.332 0.605 0.081
H -4.4374 -2.6200 1.4008 -0.215 -0.422 -0.059
H -0.0975 2.7181 1.8938 0.206 0.318 0.731
H -6.2124 -1.7788 2.7814 -0.601 -0.708 -0.128
H 3.0751 -5.0023 -0.6217 -0.081 0.082 -0.079
H -0.6491 -0.2627 -3.1014 0.370 -0.552 0.267
H -2.5759 3.6255 0.4730 0.139 0.101 -0.767
H 0.8755 0.5686 3.3440 -0.637 0.034 -0.434
H -5.8619 -0.6893 1.3868 0.053 -0.386 -0.745
H 1.6941 4.3045 -3.1527 0.232 0.078 0.117
H 0.9840 4.7134 -4.6654 -0.244 -0.394 -0.371
H 0.6118 -3.2504 3.1032 0.450 0.373 -0.046
H 2.2781 -1.6106 1.7353 -0.707 -0.301 -0.277
H -0.0795 -1.2469 -4.5433 -0.088 -0.221 0.451
H 1.8835 -0.0117 -0.1041 -0.295 -0.828 -0.612
H -0.1437 2.4724 -4.4378 -0.204 -0.143 0.202
H -4.0547 -2.4891 3.1534 -0.229 -0.171 0.310
H -1.6963 4.4659 1.7747 1.009 0.419 -0.277
```
Positions in Å, forces in eV/Å.

Output
Kohn-Sham gap in hartree: 0.053
Charge: -3
HOMO in eV: 3.823
Largest force on an atom in eV/A: 6.18
LUMO in eV: 5.26
E_tot in a.u.: -3089.90945



# C2H8N4O2

C2H8N4O2 as an isolated structure (the ωB97M-V functional and the def2-TZVPD basis, the OMol25 dataset).

XYZ file:
```
16
Properties=species:S:1:pos:R:3:forces:R:3
O -2.9097 -0.8441 -0.1746 -3.333 0.706 4.845
O 0.6985 -1.0430 0.6329 -0.288 1.535 -0.143
N -0.4775 1.5783 0.2251 2.910 2.048 -0.553
N -2.3559 0.4643 0.0938 -0.487 -1.832 -2.056
N -0.2799 -0.7626 -0.2735 -2.917 2.224 -2.636
N 0.9327 1.9291 -0.1758 1.261 -3.521 0.966
C -1.0912 0.3989 -0.1556 1.404 1.473 3.678
C 1.8556 -1.1486 -0.1501 3.184 -1.585 2.338
H -3.8323 -0.9120 1.0435 3.248 -0.054 -4.385
H -0.9877 2.4606 0.0975 -0.150 -1.117 0.107
H 2.4085 -0.2999 -0.6833 -1.235 -0.321 1.298
H 1.7292 1.9944 0.9173 -3.210 -1.060 -4.149
H 1.1879 0.9612 -0.8518 -0.317 3.852 2.901
H 2.5110 -1.5268 0.7861 -0.401 0.378 -2.887
H -1.0238 -1.4103 -0.3708 -0.137 -2.122 0.417
H 1.6346 -1.8395 -0.9607 0.467 -0.603 0.258
```
Positions in Å, forces in eV/Å.

Output
Kohn-Sham gap in hartree: 0.280
HOMO in eV: -8.194
Largest force on an atom in eV/A: 5.92
LUMO in eV: -0.58
E_tot in a.u.: -450.11613



# C6H11ClN3PmTl

C6H11ClN3PmTl as an isolated structure (the ωB97M-V functional and the def2-TZVPD basis, the OMol25 dataset).

XYZ file:
```
23
Properties=species:S:1:pos:R:3:forces:R:3
Tl 0.5836 0.3092 -2.9716 -1.154 0.241 1.254
Pm 0.1657 0.1257 0.2822 -0.477 -0.370 -2.087
Cl 1.3706 -1.7022 -1.2480 0.276 -0.359 0.298
N -0.0369 0.9964 6.4899 0.482 -1.155 -1.413
N 0.9481 -0.0803 2.3364 1.227 0.146 2.397
N 0.5858 -0.6128 4.6903 -0.051 -0.151 0.017
C -0.8444 1.2903 -1.4727 1.119 -0.135 -0.051
C 0.2547 0.2758 5.6093 -0.482 1.146 1.417
C 2.4489 1.2760 -3.0553 0.330 0.200 -0.234
C 0.7574 -0.3014 3.4730 0.181 0.251 0.387
C -0.5114 -1.0358 -4.1572 -0.112 -0.043 -0.509
C -1.6811 -1.0125 1.1371 0.154 0.108 0.057
H -1.5453 -2.0828 0.8967 -0.527 0.405 0.369
H -1.4567 -0.7407 2.1923 -0.731 -0.554 -0.476
H -0.3716 -0.4680 -5.0973 -0.677 -1.096 -0.068
H 2.4046 2.0722 -2.2877 0.512 -0.368 -0.698
H 0.0387 -1.9904 -4.0834 -0.670 0.400 -0.442
H -2.5723 -0.5077 0.7256 0.127 -0.578 0.317
H -1.5367 -1.0270 -3.7434 0.577 -0.280 -0.611
H 2.3262 1.6170 -4.1029 1.052 0.282 0.668
H -0.3057 2.2772 -1.3715 -1.329 -0.109 -0.501
H -1.8253 1.0947 -1.9331 0.226 1.123 0.130
H 3.1898 0.4719 -2.8938 -0.055 0.895 -0.222
```
Positions in Å, forces in eV/Å.

Output
Kohn-Sham gap (spin up / spin down) in hartree: 0.242 / 0.241
Charge: -1
HOMO (spin up / spin down) in eV: -4.311 / -4.302
Largest force on an atom in eV/A: 2.70
Expectation value of S²: 6.008
LUMO (spin up / spin down) in eV: 2.27 / 2.27
E_tot in a.u.: -1640.45029
Spin multiplicity: 5



# C3H6O3

A 2-piece molecular cluster, C3H6O3 overall (the ωB97M-V functional and the def2-TZVPD basis, the OMol25 dataset).

XYZ file:
```
12
Properties=species:S:1:pos:R:3:forces:R:3
O 1.0716 -1.0625 0.5246 0.059 0.526 -0.235
O 0.7654 2.4213 0.4255 0.115 0.111 0.224
O -1.9917 -0.9194 -0.5622 0.255 -0.411 -0.091
C 1.1511 0.0682 0.1007 -0.102 -0.359 0.118
C 0.1344 1.1612 0.3555 -0.161 -0.239 -0.018
C -1.3022 -1.8956 -0.7240 -0.191 0.209 0.033
H -0.4648 0.9190 1.2415 0.106 0.030 -0.109
H 2.0016 0.3925 -0.5346 0.002 -0.055 0.080
H -0.7737 -2.0844 -1.6790 -0.056 0.055 0.076
H -0.5500 1.1862 -0.5019 0.092 -0.039 0.108
H -1.1544 -2.6560 0.0627 -0.076 0.102 -0.026
H 1.1853 2.4991 1.2908 -0.042 0.070 -0.160
```
Positions in Å, forces in eV/Å.

Output
Kohn-Sham gap in hartree: 0.390
HOMO in eV: -10.023
SMILES: O=CCO.C=O
Largest force on an atom in eV/A: 0.58
LUMO in eV: 0.60
E_tot in a.u.: -343.57005



# C4H4AlO

C4H4AlO as an isolated structure (the ωB97M-V functional and the def2-TZVPD basis, the OMol25 dataset).

XYZ file:
```
10
Properties=species:S:1:pos:R:3:forces:R:3
Al -0.8235 -1.2251 1.3659 1.504 -0.263 -0.866
O -0.5139 0.5847 1.9438 -0.364 -0.601 -1.069
C 0.4228 0.7852 -0.9100 1.224 -0.733 -0.353
C 0.8729 -1.6295 -0.1450 -0.734 -0.368 -0.500
C 0.9172 -0.5010 -0.7323 -1.730 1.036 1.123
C -1.1381 0.5733 0.7903 -0.761 1.159 1.028
H 1.0776 1.6055 -0.5915 -0.337 -0.157 -0.098
H -0.1446 0.9639 -1.8313 -0.108 -0.046 0.539
H -1.8165 1.4539 0.6420 0.941 -0.329 -0.417
H 1.1461 -2.6110 -0.5319 0.364 0.302 0.613
```
Positions in Å, forces in eV/Å.

Output
Kohn-Sham gap (spin up / spin down) in hartree: 0.272 / 0.266
HOMO (spin up / spin down) in eV: -7.463 / -8.704
Largest force on an atom in eV/A: 2.31
Expectation value of S²: 0.764
LUMO (spin up / spin down) in eV: -0.06 / -1.47
E_tot in a.u.: -472.31309
Spin multiplicity: 2



# C17H13F5IrN3Se3

C17H13F5IrN3Se3 as an isolated structure (the ωB97M-V functional and the def2-TZVPD basis, the OMol25 dataset).

XYZ file:
```
42
Properties=species:S:1:pos:R:3:forces:R:3
Ir -0.2032 0.5871 0.8366 -0.016 -0.065 0.014
Se -2.4866 1.1472 0.4087 0.011 0.036 0.037
Se 2.5124 1.3614 2.8820 -0.014 0.090 0.022
Se 2.9249 -0.7480 2.0222 -0.006 -0.079 -0.040
F -6.7215 -1.4956 1.4788 -0.020 -0.006 0.006
F -5.5275 -4.1085 1.0260 0.001 0.007 0.006
F -3.1541 -3.8393 -0.6268 0.003 0.003 -0.003
F -5.5288 0.3313 -0.4981 -0.005 -0.004 -0.001
F -3.2758 -1.1547 -1.8409 0.009 -0.002 -0.032
N 1.4979 0.0582 -0.3210 -0.015 0.013 0.007
N -0.2023 0.6222 3.1077 -0.024 0.031 0.006
N 0.2142 2.8180 0.6801 0.005 -0.008 0.003
C -1.4168 0.3333 5.1354 -0.010 -0.001 0.001
C 2.2570 -0.2872 -2.5584 -0.001 -0.001 -0.001
C 3.4252 -0.8593 -2.0805 0.005 -0.002 0.005
C -3.6719 -1.4406 -0.5791 0.011 -0.015 0.033
C 2.6288 -0.4838 0.1436 0.027 -0.013 0.020
C -0.5653 -1.3716 0.9465 0.016 0.029 -0.047
C 1.3242 0.1648 -1.6498 0.004 -0.001 -0.005
C -0.3147 0.7392 5.8673 0.004 0.000 0.004
C -4.8541 -0.6621 0.1258 0.021 0.017 -0.046
C 3.6192 -0.9437 -0.7127 0.003 0.005 -0.019
C -3.4449 -0.4589 0.4846 -0.035 -0.010 0.029
C -1.3200 0.2805 3.7566 0.023 0.008 0.003
C -5.1018 -2.9772 0.4924 -0.007 -0.010 0.008
C -5.6627 -1.7363 0.7288 0.016 -0.007 -0.003
C -3.9601 -2.8532 -0.2752 -0.002 0.005 -0.020
C 0.8714 0.9756 3.8153 0.021 -0.016 -0.004
C 0.8595 1.0517 5.1973 -0.005 -0.003 0.008
H -0.3563 0.7921 6.9468 0.000 -0.001 -0.002
H 2.0614 -0.1920 -3.6163 -0.001 0.000 0.001
H -2.3440 0.0577 5.6168 0.004 0.001 -0.003
H 4.1822 -1.2228 -2.7622 -0.001 0.000 0.001
H -0.1966 3.2487 -0.1439 -0.004 -0.006 -0.004
H 1.7563 1.3298 5.7321 0.002 0.002 -0.004
H -1.4994 -1.7876 1.3065 0.001 0.006 0.030
H 0.3903 0.6068 -1.9741 -0.001 -0.002 -0.001
H -0.1659 3.3127 1.4821 0.000 0.002 0.000
H -2.1503 -0.0309 3.1383 -0.011 0.003 -0.001
H 0.1460 -2.0938 0.5544 -0.007 -0.004 -0.004
H 1.2105 3.0140 0.6613 -0.003 0.000 -0.003
H 4.5306 -1.3526 -0.3004 0.000 -0.001 0.000
```
Positions in Å, forces in eV/Å.

Output
Kohn-Sham gap (spin up / spin down) in hartree: 0.226 / 0.269
Charge: +1
HOMO (spin up / spin down) in eV: -9.995 / -11.920
Largest force on an atom in eV/A: 0.09
Expectation value of S²: 8.794
LUMO (spin up / spin down) in eV: -3.85 / -4.59
E_tot in a.u.: -8627.34971
Spin multiplicity: 6



# C2H8NO

A 2-piece molecular cluster, C2H8NO overall (the ωB97M-V functional and the def2-TZVPD basis, the OMol25 dataset).

XYZ file:
```
12
Properties=species:S:1:pos:R:3:forces:R:3
O -2.4467 -0.2057 0.6871 -0.884 -0.088 -0.340
N 0.1082 0.4802 0.3986 0.419 -0.865 0.939
C 0.7519 -0.3054 -0.3800 0.240 0.322 -0.031
C 2.1225 0.0114 -0.8629 -0.645 -0.489 0.237
H 2.2375 1.0919 -0.8502 0.358 -0.019 -0.143
H -3.0315 -0.2564 -0.0931 0.493 0.032 0.309
H 2.2245 -0.4275 -1.8534 0.181 0.257 -0.104
H 2.8672 -0.4770 -0.2253 -0.037 0.083 0.016
H -0.8545 0.2247 0.7332 0.268 0.286 -0.364
H -3.0704 -0.1062 1.4177 0.173 -0.041 0.148
H 0.6752 1.1311 0.9352 -0.410 0.625 -0.350
H 0.2338 -1.2006 -0.6891 -0.157 -0.104 -0.317
```
Positions in Å, forces in eV/Å.

Output
Kohn-Sham gap in hartree: 0.443
Charge: +1
HOMO in eV: -16.693
Largest force on an atom in eV/A: 1.34
LUMO in eV: -4.64
E_tot in a.u.: -210.74442



# C9H19NOTl

C9H19NOTl as an isolated structure (the ωB97M-V functional and the def2-TZVPD basis, the OMol25 dataset).

XYZ file:
```
31
Properties=species:S:1:pos:R:3:forces:R:3
Tl -1.5998 -0.0788 3.9250 -0.303 -0.040 0.791
O 0.8973 0.3080 1.7768 -1.083 0.373 -0.575
N -0.0086 -0.0132 0.7958 5.708 1.233 -1.603
C -1.3174 0.8968 -1.1247 0.919 -0.002 0.834
C 0.1943 -2.4368 1.1587 0.077 -1.053 0.689
C 0.4037 -1.2397 0.1327 -3.007 -0.515 -1.072
C -0.4350 1.2388 0.0971 -3.273 -0.444 -1.311
C 1.8666 -1.2847 -0.3898 1.548 0.501 0.560
C -0.7450 -0.2607 -1.9004 -1.141 0.703 0.141
C -1.2110 2.2194 1.0279 0.646 -0.810 0.363
C -0.5781 -1.4934 -0.9939 0.588 -0.510 -2.127
C 0.8632 2.0545 -0.4006 1.384 0.666 0.808
H 2.0720 -0.5015 -1.1233 -0.408 0.136 0.093
H 0.1901 -3.4099 0.6629 0.153 0.351 -0.634
H 2.6242 -1.2281 0.3989 -0.127 0.001 0.082
H 1.4892 1.5378 -1.1245 -0.224 -0.379 0.150
H 1.7784 0.2921 1.3188 0.052 -0.477 0.740
H -1.4046 -0.4248 -2.7551 -0.054 -0.549 0.183
H -2.3372 0.7725 -0.7421 -0.165 -0.214 -0.460
H -1.9944 1.5996 1.4674 -0.249 0.361 0.058
H -0.5099 2.5767 1.7801 -0.320 0.423 0.055
H -1.6603 2.9956 0.4166 0.107 0.156 0.095
H 1.0245 -2.4945 1.8666 -0.168 0.486 0.168
H 0.1920 0.0678 -2.3619 0.250 -0.328 0.233
H -0.7969 -2.3915 1.6093 0.126 0.275 0.186
H -1.3460 1.7677 -1.7974 -0.070 0.269 0.420
H 0.5228 2.9790 -0.8710 -0.643 -0.232 0.015
H -1.5217 -1.9863 -0.7483 -0.152 0.495 0.432
H 2.0831 -2.2214 -0.9055 -0.600 -0.251 0.237
H 1.4051 2.3782 0.4915 0.148 -0.258 -0.093
H -0.1406 -2.2194 -1.6875 0.279 -0.366 0.539
```
Positions in Å, forces in eV/Å.

Output
Kohn-Sham gap in hartree: 0.204
Charge: +3
HOMO in eV: -22.682
Largest force on an atom in eV/A: 6.06
LUMO in eV: -17.14
E_tot in a.u.: -655.43705